1.
Molecular formula: H4InO2
Method: DFT, ωB97M-V/def2-TZVPD

Values from the calculation:
* lowest unoccupied orbital energy: -0.8432 Ha
* net charge: +3
* multiplicity: 1

Each line ends with the natural charge from an NBO analysis.
Geometry (Å):
In  9.8398  19.1388  3.2201  2.192
O  7.6988  18.6178  1.5220  -0.752
H  7.9187  18.6958  0.5474  0.575
H  6.8031  18.1749  1.5563  0.585
O  7.7267  18.0779  4.5745  -0.767
H  6.7683  18.3616  4.5769  0.581
H  7.8299  17.4792  5.3749  0.586

---

2.
Molecular formula: H4N2
Method: DFT, ωB97M-V/def2-TZVPD

Values from the calculation:
* lowest unoccupied orbital energy: 0.0496 Ha
* multiplicity: 1
* SMILES: NN

Each line ends with the natural charge from an NBO analysis.
Geometry (Å):
H  1.0630  -0.7704  -0.5183  0.338
H  1.0386  0.7956  -0.2259  0.333
H  -0.9767  0.8184  0.1874  0.330
H  -1.1373  -0.6758  0.5631  0.335
N  0.7234  -0.0812  0.1571  -0.669
N  -0.7110  -0.0865  -0.1634  -0.667

---

3.
Molecular formula: H4N2
Method: DFT, ωB97M-V/def2-TZVPD

Values from the calculation:
* lowest unoccupied orbital energy: 0.0484 Ha
* multiplicity: 1
* SMILES: NN

Each line ends with the natural charge from an NBO analysis.
Geometry (Å):
H  0.0168  -0.1875  1.2472  0.336
H  -0.5062  -1.1121  0.2413  0.317
H  -0.4829  0.2646  -1.2391  0.329
H  0.7631  0.9762  -0.3499  0.344
N  0.3290  -0.5176  0.3822  -0.645
N  -0.1197  0.5764  -0.2817  -0.681

---

4.
Molecular formula: H4N2
Method: DFT, ωB97M-V/def2-TZVPD

Values from the calculation:
* lowest unoccupied orbital energy (alpha / beta): -0.0179 / -0.0091 Ha
* multiplicity: 1

Each line ends with the natural charge from an NBO analysis.
Geometry (Å):
N  0.9131  -0.2341  -0.9673  -0.614
N  -0.8113  0.2163  0.8661  -0.634
H  1.6246  -0.9464  -0.4639  0.315
H  0.0790  -0.6849  -1.1842  0.303
H  -0.2737  0.9567  1.4600  0.321
H  -1.5318  0.6925  0.2893  0.309

---

5.
Molecular formula: H4N2O2S
Method: DFT, ωB97M-V/def2-TZVPD

Values from the calculation:
* lowest unoccupied orbital energy (alpha / beta): -0.0514 / -0.0514 Ha
* multiplicity: 1

Each line ends with the natural charge from an NBO analysis.
Geometry (Å):
N  -1.7817  -0.1202  -0.8856  -0.185
N  -1.0959  -0.9965  -0.2715  -0.307
O  1.2464  -0.7633  -0.1256  -0.953
O  0.9366  1.7175  1.0461  -0.883
S  1.6926  0.1225  1.0871  0.701
H  -1.3169  -1.1695  0.7180  0.376
H  0.0977  -1.1692  -0.2900  0.439
H  -1.3433  0.1529  -1.7914  0.341
H  1.5647  2.2257  0.5127  0.470

---

6.
Molecular formula: H4N2O2Si
Method: DFT, ωB97M-V/def2-TZVPD

Values from the calculation:
* lowest unoccupied orbital energy: -0.0078 Ha
* multiplicity: 1
* SMILES: N[SiH2][N+](=O)[O-]

Each line ends with the natural charge from an NBO analysis.
Geometry (Å):
N  1.2512  0.5826  0.6294  -1.205
N  -1.3112  0.0235  -0.1090  0.205
O  -2.1463  -0.6020  0.5084  -0.365
O  -1.4992  1.1783  -0.4925  -0.398
Si  0.2665  -0.7713  -0.3810  1.272
H  0.5645  1.2707  0.6998  0.367
H  2.1393  1.0585  0.2645  0.390
H  0.4696  -1.6609  0.7568  -0.134
H  0.2657  -1.0793  -1.8764  -0.133

---

7.
Molecular formula: H4N2O3
Method: DFT, ωB97M-V/def2-TZVPD

Values from the calculation:
* lowest unoccupied orbital energy (alpha / beta): 0.0115 / 0.0055 Ha
* multiplicity: 1

Each line ends with the natural charge from an NBO analysis.
Geometry (Å):
N  -2.0392  -0.2046  -0.3160  -0.520
N  1.9879  -0.3102  0.2806  -0.348
O  -0.9985  0.0626  0.5694  -0.117
O  1.3662  0.4210  -0.5486  -0.235
O  -0.2112  1.0853  0.2107  -0.155
H  -1.6788  -0.6521  -1.1582  0.340
H  -2.5004  0.6668  -0.5716  0.345
H  1.5944  -1.2273  0.4944  0.345
H  2.4796  0.1585  1.0392  0.346

---

8.
Molecular formula: H4N2O3Si
Method: DFT, ωB97M-V/def2-TZVPD

Values from the calculation:
* lowest unoccupied orbital energy: 0.0108 Ha
* multiplicity: 1
* SMILES: N[Si@H](O)[N+](=O)[O-]

Each line ends with the natural charge from an NBO analysis.
Geometry (Å):
N  1.0768  -0.6211  0.5688  -1.298
N  -0.7509  1.3090  0.4561  0.249
O  -1.7046  1.7802  -0.1692  -0.416
O  0.0085  1.8567  1.2244  -0.377
O  -0.1915  -0.6314  -1.7853  -1.078
Si  -0.4585  -0.4547  -0.2688  1.829
H  1.0968  -0.3526  1.5066  0.399
H  1.8531  -1.1926  0.4613  0.395
H  0.7403  -0.5392  -2.0180  0.516
H  -1.6698  -1.1543  0.0241  -0.217

---

9.
Molecular formula: H4N3O2P
Method: DFT, ωB97M-V/def2-TZVPD

Values from the calculation:
* lowest unoccupied orbital energy (alpha / beta): -0.0079 / -0.0277 Ha
* multiplicity: 1

Each line ends with the natural charge from an NBO analysis.
Geometry (Å):
N  1.3739  1.8774  -1.3056  0.195
N  0.5323  -1.5354  0.3180  -1.181
N  -1.2293  0.3624  0.7741  -1.169
O  1.6507  2.4695  -0.3363  -0.212
O  -1.2983  -1.0028  -1.4654  -1.057
P  -0.3957  -0.3889  -0.4955  1.825
H  1.3124  -1.2159  0.8727  0.393
H  0.7586  -2.3377  -0.2597  0.411
H  -2.0272  0.8955  0.4522  0.404
H  -0.6775  0.8759  1.4455  0.391

---

10.
Molecular formula: H4N3O3PS
Method: DFT, ωB97M-V/def2-TZVPD

Values from the calculation:
* lowest unoccupied orbital energy: 0.0000 Ha
* multiplicity: 1

Each line ends with the natural charge from an NBO analysis.
Geometry (Å):
N  -0.3944  0.6782  -1.4768  -1.111
N  -0.4911  0.5575  1.1337  -1.264
N  0.7056  -1.7651  0.1371  -1.195
O  -1.8596  -1.5996  0.5070  -1.001
O  0.0559  2.9046  -0.1202  -0.865
O  1.6633  0.9842  -0.3165  -0.948
P  -0.6376  -0.8548  0.4051  2.321
S  0.3238  1.5096  -0.2700  2.347
H  -1.3237  0.9703  -1.6741  0.375
H  -0.3134  0.4260  2.2039  0.448
H  1.6033  -1.1839  -0.2033  0.467
H  0.6679  -2.6270  -0.3260  0.425